# 1
C25H38BBeBr5ClCsF11N5O8S3 | ωB97M-V/def2-TZVPD

Summary:
Largest force on an atom (hartree/bohr): 0.2466
Total energy (eV): -477120.888
E_HOMO (eV): -7.928
ΔE to the lowest compared entry with this formula, charge and spin (kcal per mole): 0.00
LUMO level (eV): -6.70
Orbital gap (eV): 1.2

Geometry as ORCA input:
```
! RIJCOSX wB97M-V def2-TZVPD def2/J DEFGRID3
* xyz 0 1
N 0.4840 0.2136 -4.4089
C 0.2012 -0.8861 -4.2487
C -0.1245 -2.2666 -3.8677
C 0.8982 -2.8078 -2.8048
C 0.3080 -4.0777 -2.3677
N -0.2380 -5.0288 -2.0028
C 0.9477 -1.7683 -1.6751
C 1.4486 -2.3013 -0.3290
C 0.7208 -1.7160 0.8783
Cl 1.4269 -0.0900 1.1809
C 2.2368 -3.0543 -3.5808
C 3.5327 -2.6332 -2.8865
C 4.1201 -3.6944 -1.9220
C 4.3703 -5.0504 -2.6064
N 3.3251 -6.0478 -2.2883
H -0.0385 -2.8722 -4.7691
H -1.1426 -2.2378 -3.4831
H -0.0639 -1.3704 -1.5481
H 1.5491 -0.9156 -1.9738
H 1.4354 -3.3896 -0.2289
H 2.4886 -1.9995 -0.2227
H 0.9830 -2.3049 1.7485
H -0.3475 -1.6568 0.7001
H 2.1924 -2.5319 -4.5373
H 2.2699 -4.1126 -3.8434
H 3.4928 -1.6450 -2.4337
H 4.2828 -2.5518 -3.6759
H 5.1047 -3.3021 -1.6603
H 3.5726 -3.7749 -0.9868
H 4.5011 -4.9237 -3.6823
H 5.3186 -5.4296 -2.2274
H 2.7610 -6.2313 -3.1074
H 2.7081 -5.6920 -1.5707
C 1.8631 1.9076 4.7557
Br 0.5605 3.1135 5.4950
Br 3.1395 2.8120 3.6408
Br 2.7510 0.8457 6.0898
H 1.3298 1.2097 4.1266
Be -0.8920 -6.5871 -2.9389
F -0.0582 -6.9838 -0.6942
N 1.8558 -3.0243 7.8248
C 1.3048 -1.8361 8.1896
C 0.1816 -2.1025 8.9516
C 0.0721 -3.5033 9.0526
C 1.1279 -4.0506 8.3424
H 2.6810 -3.1216 7.2508
H 1.7523 -0.9102 7.8707
H -0.4747 -1.3672 9.3844
H -0.6867 -4.0577 9.5777
H 1.4107 -5.0738 8.1649
C 3.3477 -6.5070 3.9090
S 3.3662 -4.8415 4.5537
O 3.9448 -4.8847 5.9228
C 1.5817 -4.6631 4.7471
H 4.3808 -6.8157 3.7519
H 2.8642 -7.1691 4.6290
H 2.8161 -6.5162 2.9592
H 1.2057 -5.4377 5.4173
H 1.1063 -4.7420 3.7699
H 1.3769 -3.6824 5.1720
Br -1.7016 5.7408 -1.6345
C -0.7068 4.5979 -2.8456
C -1.1773 3.1714 -2.7563
Br -0.4989 2.2923 -1.1617
H 0.3455 4.7166 -2.6106
H -0.9003 5.0010 -3.8379
H -0.7864 2.5868 -3.5888
H -2.2592 3.0832 -2.7296
C -3.8145 8.4539 0.0312
F -3.5820 7.7775 1.1571
F -2.6358 8.6048 -0.5887
F -4.5594 7.6561 -0.7597
S -4.6475 10.0590 0.3485
O -3.7263 10.7908 1.1638
O -5.8868 9.6985 0.9732
N -4.7367 10.4956 -1.1707
S -5.4194 11.8902 -1.4886
O -4.6807 13.0531 -1.0995
O -6.8374 11.9529 -1.2873
C -5.2172 11.8021 -3.3149
F -5.8392 10.7296 -3.8346
F -3.9297 11.7089 -3.6695
F -5.7200 12.8824 -3.9115
C -6.2237 2.4656 -4.8308
C -4.7926 2.7373 -4.4611
O -4.3547 1.4687 -3.9397
C -5.1358 0.5102 -4.4584
O -4.9550 -0.6471 -4.3695
O -6.2183 1.0746 -5.1331
H -6.5454 3.0469 -5.6883
H -6.9163 2.6439 -4.0015
H -4.1800 2.9939 -5.3263
H -4.6950 3.5221 -3.7147
B 6.4836 -4.8331 2.2278
F 6.7793 -3.7633 3.0828
F 6.8029 -6.0521 2.8561
F 5.0927 -4.8270 1.9487
F 7.1953 -4.7052 1.0293
Cs -8.0544 1.7594 -6.0891
*
```

Atomic partial charges in e from the Löwdin method, atoms 1 to 5:
1. N 0.203
2. C -0.206
3. C -0.112
4. C -0.377
5. C -0.057

=====

# 2
C7H12N2P | ωB97M-V/def2-TZVPD

Summary:
Largest force on an atom (hartree/bohr): 0.0968
Total energy (eV): -19713.590
E_HOMO (spin up / spin down) (eV): -10.846 / -10.846
ΔE to the lowest compared entry with this formula, charge and spin (kcal per mole): 39.13
LUMO level (spin up / spin down) (eV): -3.89 / -3.89
Orbital gap (spin up / spin down) (eV): 7.0 / 7.0

Geometry as ORCA input:
```
! RIJCOSX wB97M-V def2-TZVPD def2/J DEFGRID3
* xyz 1 1
C 1.1650 3.6393 -0.0568
C 1.7501 2.9271 -1.1224
C 0.1012 3.1624 0.6159
C 1.4742 1.6173 -1.2405
C -0.3997 1.7719 0.2594
C 0.5057 0.9024 -0.4976
C -1.4820 -3.8435 0.8814
N -0.8520 -4.2268 -0.2106
N -1.3692 -2.5717 1.4484
P 0.4852 -0.8027 -0.2946
H 1.6561 4.6663 0.0132
H 2.4656 3.2853 -1.9088
H -0.4829 3.6765 1.3729
H 2.2051 1.0802 -1.8237
H -0.9188 1.2445 1.1408
H -1.9143 -4.5801 1.5592
H -0.4751 -3.4798 -0.8561
H -1.0959 -5.0697 -0.6485
H -1.8616 -2.2613 2.2494
H -1.0333 -1.8439 0.7999
H -1.1795 1.9911 -0.4299
H 1.2560 -1.2847 -1.2511
*
```

Atomic partial charges in e from the Löwdin method, atoms 1 to 5:
1. C -0.097
2. C -0.061
3. C -0.033
4. C -0.149
5. C -0.223

=====

# 3
C4H10F3OPSi | ωB97M-V/def2-TZVPD

Summary:
Largest force on an atom (hartree/bohr): 0.1157
Total energy (eV): -31678.988
E_HOMO (spin up / spin down) (eV): -9.655 / -9.760
ΔE to the lowest compared entry with this formula, charge and spin (kcal per mole): 82.60
LUMO level (spin up / spin down) (eV): -1.55 / -0.71
Orbital gap (spin up / spin down) (eV): 8.1 / 9.1

Geometry as ORCA input:
```
! RIJCOSX wB97M-V def2-TZVPD def2/J DEFGRID3
* xyz 0 1
C -0.8596 -1.0367 -1.9124
C 1.9544 0.3204 0.6552
C -1.0257 1.1804 1.2534
C -0.4715 -1.4638 0.6876
O 0.5052 -0.1683 2.9322
F -2.8370 -1.2313 2.3991
F -2.3777 -3.5617 1.5878
F -3.1903 -1.9336 0.0107
Si -2.1498 -2.0329 1.2274
P 0.3182 -0.0105 1.4647
H -0.9424 -2.0022 -2.2687
H -1.8050 -0.6973 -1.4835
H -0.3225 -0.1897 -2.0311
H 2.1766 1.1085 1.2377
H 2.3910 -0.5956 0.7585
H 1.7476 0.5772 -0.4143
H -1.4255 1.3437 0.2870
H -1.7840 0.7892 1.8531
H -0.7704 2.1714 1.4819
H 0.3953 -2.1325 0.3998
*
```

Atomic partial charges in e from the Löwdin method, atoms 1 to 5:
1. C 0.162
2. C -0.118
3. C -0.163
4. C -0.199
5. O -0.354

=====

# 4
C9H12 | ωB97M-V/def2-TZVPD

Summary:
Largest force on an atom (hartree/bohr): 0.0737
Total energy (eV): -9524.241
E_HOMO (eV): -8.858
ΔE to the lowest compared entry with this formula, charge and spin (kcal per mole): 59.92
LUMO level (eV): 1.13
Orbital gap (eV): 10.0

Geometry as ORCA input:
```
! RIJCOSX wB97M-V def2-TZVPD def2/J DEFGRID3
* xyz 0 1
C 2.2733 0.4827 -0.7521
C 1.3296 0.2047 0.4282
C 1.0963 -1.2901 0.5789
C -0.1663 -1.6759 0.2965
C -1.0563 -0.5356 -0.0148
C -2.0534 -0.7161 -1.0906
C -1.1042 0.4936 1.1115
C -0.9092 1.8317 0.5843
C -0.0929 0.6878 0.0769
H 1.6911 -0.0038 -1.5294
H 3.2511 0.0943 -0.4877
H 2.3495 1.5768 -0.8721
H 1.6518 0.6570 1.3835
H 1.8552 -1.9379 0.8885
H -0.5416 -2.6233 0.2969
H -3.0220 -1.0655 -0.7211
H -1.6043 -1.3975 -1.7017
H -2.1465 0.2175 -1.6751
H -0.7959 0.1962 2.1477
H -1.6716 2.2382 -0.0927
H -0.3338 2.5652 1.1442
*
```

Atomic partial charges in e from the Löwdin method, atoms 1 to 5:
1. C -0.053
2. C -0.311
3. C -0.025
4. C -0.008
5. C -0.337

=====

# 5
C26H30BF3O3S | ωB97M-V/def2-TZVPD

Summary:
Largest force on an atom (hartree/bohr): 0.0597
Total energy (eV): -53254.173
E_HOMO (eV): -7.341
ΔE to the lowest compared entry with this formula, charge and spin (kcal per mole): 87.36
LUMO level (eV): -1.70
Orbital gap (eV): 5.6

Geometry as ORCA input:
```
! RIJCOSX wB97M-V def2-TZVPD def2/J DEFGRID3
* xyz 0 1
C 2.1883 1.3253 -2.7621
O 1.2291 0.8905 -1.7503
C 1.5178 0.2163 -0.6240
C 2.6732 -0.7379 -0.7229
C 3.6006 -0.6945 0.3208
C 4.6067 -1.6708 0.3882
C 4.7919 -2.6432 -0.5968
C 3.9671 -2.5624 -1.7228
C 2.9876 -1.5717 -1.8255
H 1.5980 1.2492 -3.6782
H 2.4725 2.3735 -2.5913
H 3.1066 0.7324 -2.8034
H 1.6683 0.8528 0.3110
H 3.5200 0.0926 1.0748
H 5.2909 -1.6756 1.2398
H 5.6142 -3.3695 -0.5402
H 4.1669 -3.2360 -2.5548
H 2.5040 -1.4561 -2.7959
C -5.7854 1.1824 1.2524
C -4.3432 1.0260 1.2852
C -3.5893 0.9130 2.4298
C -2.1938 0.9994 2.1822
C -1.9776 1.2040 0.8397
B -0.1752 -0.1053 0.0296
C -0.6146 1.5169 0.3094
C 0.2135 2.2202 1.3534
C 0.7626 3.4423 1.1052
C 0.5889 4.0522 -0.1362
C 1.3243 5.3141 -0.4174
F 1.0525 5.8384 -1.6484
F 1.0049 6.2845 0.4898
F 2.6885 5.1629 -0.3447
C -0.1862 3.4774 -1.1329
C -0.7932 2.2844 -0.9411
O -0.0416 -0.8505 1.2096
C -0.4114 -2.2073 0.8708
C 0.8813 -2.9697 0.6359
C -1.0848 -2.8138 2.0751
C -1.2642 -2.0560 -0.4591
C -0.8382 -2.9396 -1.6334
C -2.7317 -2.2560 -0.1776
O -0.9996 -0.7063 -0.9304
S -3.3827 1.2222 -0.1072
H -6.0337 1.1929 2.3085
H -6.0833 2.1059 0.7606
H -6.2840 0.3353 0.7927
H -4.0021 0.8616 3.4258
H -1.4174 1.0464 2.9258
H 0.2694 1.8356 2.3798
H 1.3530 3.9713 1.8451
H -0.3094 3.9855 -2.0984
H -1.5451 1.9348 -1.6689
H 0.7073 -4.0627 0.5636
H 1.3604 -2.5658 -0.2606
H 1.5680 -2.7625 1.4658
H -1.3477 -3.8597 1.8775
H -0.3610 -2.7958 2.8904
H -1.9475 -2.2420 2.4307
H -0.9226 -4.0017 -1.3405
H -1.4936 -2.7360 -2.4966
H 0.1686 -2.6639 -1.9796
H -2.8915 -3.3184 0.0559
H -3.0423 -1.6189 0.6573
H -3.3530 -1.9931 -1.0408
*
```

Atomic partial charges in e from the Löwdin method, atoms 1 to 5:
1. C -0.017
2. O -0.155
3. C -0.175
4. C -0.197
5. C -0.028

=====

# 6
C3H5N3 | ωB97M-V/def2-TZVPD

Summary:
Largest force on an atom (hartree/bohr): 0.0208
Total energy (eV): -7661.152
E_HOMO (eV): -9.114
ΔE to the lowest compared entry with this formula, charge and spin (kcal per mole): 30.07
LUMO level (eV): 0.91
Orbital gap (eV): 10.0

Geometry as ORCA input:
```
! RIJCOSX wB97M-V def2-TZVPD def2/J DEFGRID3
* xyz 0 1
N -1.8440 -0.0240 0.2725
C -0.4829 0.1664 -0.1045
C 0.4231 -0.8252 -0.3900
C 1.6832 -0.2830 -0.0385
N 1.5718 1.0016 0.2714
N 0.2568 1.2688 0.2042
H -1.8166 -0.8363 0.8888
H -2.4881 -0.2633 -0.4748
H 0.0907 -1.6670 -0.9780
H 2.6313 -0.7777 0.1538
H -0.0252 2.2396 0.1951
*
```

Atomic partial charges in e from the Löwdin method, atoms 1 to 5:
1. N 0.077
2. C -0.377
3. C -0.056
4. C -0.172
5. N 0.012

=====

# 7
C44H67F2NO16PSi | ωB97M-V/def2-TZVPD

Summary:
Largest force on an atom (hartree/bohr): 0.0909
Total energy (eV): -103557.474
E_HOMO (eV): -10.682
LUMO level (eV): -2.80
Orbital gap (eV): 7.9

Geometry as ORCA input:
```
! RIJCOSX wB97M-V def2-TZVPD def2/J DEFGRID3
* xyz 1 1
C 5.8915 -0.8604 0.4765
C 5.9424 -0.1315 -0.5103
C 6.4374 0.8773 -1.5966
C 5.7141 2.2966 -1.5586
C 5.3503 2.8262 -0.1029
N 3.8236 2.9520 -0.0059
P 3.4215 4.6416 -0.5944
O 2.2364 4.4553 -1.7809
O 2.9158 5.6463 0.6603
C 3.3819 2.6295 1.3841
F 3.7040 1.2949 1.7442
F 4.1112 3.4362 2.2904
C 1.8402 2.8059 1.6745
C 0.8782 2.5175 0.4362
Si -0.6882 1.4837 0.8692
C -0.1553 -0.3617 0.6472
C -1.4155 1.8397 2.5910
C -1.9327 1.8181 -0.5718
C -2.1547 3.2954 -0.8928
C -3.0608 3.7237 -2.0158
C -3.7239 2.6200 -2.8092
C -3.5348 1.1594 -2.4820
C -2.6235 0.7418 -1.3553
H 5.9353 -1.5412 1.3720
H 7.5557 1.0228 -1.6088
H 6.1762 0.4074 -2.6039
H 4.8263 2.2441 -2.2733
H 6.4295 3.0465 -2.0365
H 5.7926 2.2348 0.7481
H 5.7720 3.8840 -0.0322
H 3.4660 2.1888 -0.6180
H 2.4702 3.6808 -2.3476
H 1.9739 5.8777 0.4460
H 1.5964 2.0871 2.5290
H 1.6537 3.8431 2.1085
H 0.4883 3.5341 0.0838
H 1.3652 2.0071 -0.4481
H -0.8177 -1.0639 1.2350
H -0.1803 -0.5462 -0.4766
H 0.9259 -0.4424 0.9773
H -1.0238 2.8042 3.0439
H -2.5578 1.8121 2.5658
H -1.1250 0.9633 3.2688
H -1.6310 4.1182 -0.3084
H -3.1807 4.8168 -2.2439
H -4.3947 2.8915 -3.6750
H -4.0253 0.3335 -3.0790
H -2.4101 -0.3317 -1.0730
O -4.6957 1.8425 1.6065
C -5.5694 2.5821 1.2437
O -6.3760 2.3352 0.1790
C -7.2312 3.4636 -0.0453
C -7.2811 4.1947 1.2784
C -5.9051 3.9198 1.8531
H -6.7988 4.0752 -0.8426
H -8.2169 3.1194 -0.3600
H -7.5108 5.2560 1.1759
H -8.0435 3.7460 1.9214
H -5.1699 4.6565 1.5212
H -5.9269 3.8611 2.9403
O -2.4321 -2.1705 2.1604
C -3.0196 -2.7384 1.2752
O -2.4634 -3.0363 0.0695
C -3.4631 -3.6105 -0.7877
C -4.5246 -4.1488 0.1449
C -4.4600 -3.1767 1.3087
H -3.8479 -2.8276 -1.4480
H -3.0170 -4.3970 -1.3957
H -5.5090 -4.2158 -0.3176
H -4.2449 -5.1495 0.4870
H -5.1007 -2.3069 1.1494
H -4.6998 -3.6622 2.2517
O 3.6001 -5.1011 -3.9747
C 3.3798 -4.8025 -2.8311
O 2.4162 -5.3842 -2.0677
C 2.3477 -4.7212 -0.7975
C 3.6955 -4.0557 -0.6238
C 4.0792 -3.7192 -2.0520
H 1.5270 -3.9985 -0.8252
H 2.1475 -5.4518 -0.0131
H 3.6662 -3.1897 0.0391
H 4.4122 -4.7719 -0.2107
H 3.6863 -2.7474 -2.3607
H 5.1572 -3.7633 -2.1997
O 6.3018 9.3608 4.6873
C 5.6402 8.4817 4.2154
O 6.1330 7.5215 3.3826
C 5.0594 6.6967 2.9167
C 3.9549 6.8637 3.9382
C 4.1561 8.2928 4.4052
H 4.7614 7.0414 1.9223
H 5.3966 5.6615 2.8457
H 2.9604 6.6697 3.5329
H 4.1170 6.1780 4.7749
H 3.6230 9.0070 3.7740
H 3.8753 8.4185 5.4496
O -6.2288 -2.2878 3.7244
C -5.8098 -2.6831 4.7773
O -4.9548 -3.7334 4.9063
C -4.7424 -4.0090 6.2973
C -5.0858 -2.7219 7.0150
C -6.1749 -2.1388 6.1349
H -5.3942 -4.8362 6.5920
H -3.7048 -4.3030 6.4581
H -5.3924 -2.8750 8.0504
H -4.2187 -2.0551 7.0157
H -7.1645 -2.5083 6.4121
H -6.1560 -1.0501 6.1387
O 7.1500 -1.6581 -3.6568
C 7.2976 -2.7821 -4.0606
O 6.7335 -3.8698 -3.4776
C 7.1963 -5.0588 -4.1375
C 7.6500 -4.6023 -5.5058
C 8.1508 -3.1977 -5.2309
H 8.0126 -5.4878 -3.5496
H 6.3846 -5.7843 -4.1974
H 8.3996 -5.2570 -5.9512
H 6.7939 -4.5597 -6.1849
H 9.1999 -3.1906 -4.9268
H 7.9935 -2.5396 -6.0842
O -6.7632 -5.6077 -2.2134
C -6.1699 -5.2298 -3.1847
O -4.9101 -4.7113 -3.1502
C -4.5447 -4.2598 -4.4617
C -5.4382 -5.0281 -5.4113
C -6.7032 -5.2094 -4.5943
H -4.7100 -3.1798 -4.5171
H -3.4882 -4.4648 -4.6385
H -5.5981 -4.5160 -6.3608
H -4.9971 -6.0056 -5.6261
H -7.3845 -4.3630 -4.7047
H -7.2082 -6.1434 -4.8356
*
```

Atomic partial charges in e from the Löwdin method, atoms 1 to 5:
1. C 0.087
2. C -0.124
3. C -0.177
4. C -0.166
5. C -0.166

=====

# 8
C6H12O5 | ωB97M-V/def2-TZVPD

Summary:
Largest force on an atom (hartree/bohr): 0.0744
Total energy (eV): -16649.560
E_HOMO (eV): -9.681
ΔE to the lowest compared entry with this formula, charge and spin (kcal per mole): 96.21
LUMO level (eV): 0.18
Orbital gap (eV): 9.9

Geometry as ORCA input:
```
! RIJCOSX wB97M-V def2-TZVPD def2/J DEFGRID3
* xyz 0 1
O -0.5352 2.5605 0.6047
C 0.4096 1.5474 0.5753
C -0.0969 0.2579 1.2785
O 0.1431 -0.6848 2.4197
C 0.9024 -0.7619 1.0288
C 1.0002 -1.3043 -0.4487
O 1.6039 -2.5436 -0.7095
C 1.5797 -0.0354 -1.1342
C 0.7831 1.2733 -0.8710
O -0.4661 1.2650 -1.5240
H -1.1134 2.4649 -0.1954
H 1.3120 1.8208 1.1079
H -1.0670 -0.0086 0.7632
H 1.9192 -0.6766 1.2929
H -0.0324 -1.4318 -0.9512
H 2.3407 -2.7568 -0.1364
H 1.5988 -0.1481 -2.1992
H 2.5472 0.1581 -0.5973
H 1.4391 2.0948 -1.2611
H -0.3537 1.3986 -2.5026
O -4.2233 -1.4759 -0.4485
H -3.8981 -0.7375 -1.0072
H -4.3414 -1.0090 0.3745
*
```

Atomic partial charges in e from the Löwdin method, atoms 1 to 5:
1. O -0.014
2. C -0.316
3. C -0.176
4. O 0.000
5. C -0.129